Below is a molecular structure, C50H67Br2F5N3O19 at a distorted geometry, with properties calculated with ωB97M-V/def2-TZVPD.

XYZ file:
```
146
Properties=species:S:1:pos:R:3:forces:R:3:mulliken_charge:R:1
O -0.058 4.908 -0.002 -5.71 -1.86 2.39 -0.521
C -1.143 4.542 0.531 5.49 2.82 -1.77 0.191
F -1.831 5.527 1.279 0.83 -3.29 -1.51 -0.214
N -1.535 3.133 0.370 -1.50 0.72 2.80 1.024
C -1.811 2.446 1.637 -2.52 -0.97 3.55 0.376
O -2.917 2.205 2.147 4.66 0.79 -2.71 -0.371
F -0.649 2.044 2.390 -2.45 1.42 -2.66 -0.302
C -2.564 2.899 -0.685 -0.62 1.80 -3.54 0.217
C -3.922 3.737 -0.719 -3.95 1.37 0.35 0.300
C -4.606 4.404 0.535 -0.94 -0.03 -4.03 -0.224
C -5.927 5.192 0.299 1.42 -1.05 -1.09 -0.482
N -6.632 5.376 -0.932 4.58 -2.84 0.31 -0.404
C -6.002 4.751 -2.071 1.53 -0.78 1.37 -0.477
C -4.695 3.910 -2.092 -1.30 1.68 3.73 -0.457
C -1.798 3.296 -2.076 1.44 -0.97 0.29 -1.089
C -0.623 2.209 -1.934 -0.70 -1.02 -3.01 -0.699
C -1.551 0.939 -1.607 0.05 1.33 1.73 0.669
C -1.237 -0.549 -2.084 -0.19 0.28 -0.31 -0.205
C 0.251 -0.783 -2.645 0.35 -0.96 -0.63 -0.825
C 1.184 -1.646 -1.645 0.30 0.14 -0.25 0.265
F 2.511 -1.788 -2.162 -2.70 0.67 0.74 -0.333
Br 0.482 -3.519 -1.418 0.54 1.16 -0.90 0.018
C 1.307 -1.010 -0.155 2.34 0.20 1.17 0.393
F 1.079 0.399 -0.088 0.36 -2.88 -0.52 -0.125
F 2.685 -1.210 0.248 -3.26 0.74 -0.85 -0.134
Br 0.202 -1.919 1.244 0.73 1.36 -0.68 0.010
N -2.624 1.396 -0.918 1.43 -1.10 -0.63 0.569
C -3.791 0.593 -0.433 -1.45 -0.80 0.69 -0.904
C -3.409 -0.714 0.425 -0.80 -0.51 -0.64 0.165
C -4.700 -1.137 1.338 -0.06 0.04 -1.01 -0.572
O -5.471 -2.136 0.591 0.98 1.28 0.29 -0.553
H -4.129 4.346 1.567 -0.89 0.09 -1.65 0.283
H -6.390 5.692 1.234 0.73 -0.92 -1.84 0.347
H -6.530 4.891 -3.090 0.89 -0.14 2.04 0.323
H -4.351 3.458 -3.078 -0.54 0.76 1.64 0.245
H -1.473 4.383 -2.214 -0.44 -1.61 0.57 0.269
H -2.306 2.955 -3.059 0.17 0.79 2.08 0.467
H 0.303 2.429 -1.307 -1.66 -0.47 -0.53 0.030
H -0.279 1.990 -3.022 -0.12 0.43 1.83 0.757
H -1.960 -0.767 -2.965 0.98 0.46 1.51 0.516
H -1.434 -1.358 -1.295 -0.03 1.48 -0.95 -0.187
H 0.801 0.158 -2.984 -0.72 -1.25 0.77 0.400
H 0.140 -1.442 -3.593 0.32 1.08 1.65 0.396
H -4.500 1.224 0.234 1.60 -0.55 -1.33 0.343
H -4.422 0.311 -1.355 0.99 0.36 1.39 0.393
H -2.444 -0.629 1.032 -1.39 0.23 -0.86 -0.134
H -3.304 -1.584 -0.336 0.00 1.25 1.53 0.365
H -4.332 -1.535 2.347 -0.77 0.25 -1.65 0.315
H -5.418 -0.261 1.513 1.32 -0.87 -0.04 0.248
H -5.809 -1.678 -0.230 0.11 -0.47 1.35 0.317
O 0.187 -9.487 -2.715 0.30 0.96 -0.25 -0.579
C 0.953 -8.583 -2.504 -0.47 -1.30 -0.01 0.476
O 1.063 -7.477 -3.293 -0.29 -0.13 0.00 -0.375
C 2.139 -6.662 -2.818 0.31 0.30 -0.15 -0.298
C 2.329 -7.056 -1.372 0.32 0.31 0.44 0.215
C 1.949 -8.521 -1.379 0.03 0.41 0.38 -0.404
H 3.026 -6.866 -3.424 -0.05 0.01 0.00 0.292
H 1.874 -5.607 -2.922 -0.06 -0.18 -0.22 0.081
H 3.339 -6.866 -1.003 -0.07 0.04 -0.06 0.234
H 1.629 -6.499 -0.741 0.09 -0.08 -0.03 -0.171
H 2.801 -9.161 -1.621 -0.12 -0.08 0.05 0.306
H 1.496 -8.823 -0.434 0.05 -0.27 -0.19 0.171
O 0.696 -8.713 2.367 0.24 0.90 -0.35 -0.633
C 1.476 -7.811 2.543 -0.39 -1.26 0.08 0.381
O 1.585 -6.729 1.724 -0.41 -0.31 0.00 -0.301
C 2.679 -5.912 2.160 0.30 0.41 -0.13 0.523
C 2.888 -6.269 3.612 0.23 -0.21 0.16 -0.277
C 2.491 -7.730 3.650 -0.04 0.43 0.22 -0.527
H 3.554 -6.143 1.545 -0.04 -0.04 0.03 -0.079
H 2.424 -4.859 2.031 -0.14 -0.20 -0.16 -0.048
H 3.899 -6.083 3.958 -0.35 -0.17 -0.23 0.154
H 2.205 -5.687 4.240 0.14 0.01 -0.04 0.378
H 3.332 -8.386 3.411 -0.11 -0.06 0.00 0.183
H 2.049 -8.003 4.608 0.03 -0.29 -0.21 0.365
O 5.496 -8.146 1.977 0.17 0.91 -0.27 -0.599
C 6.271 -7.240 2.151 -0.37 -1.09 -0.03 0.628
O 6.374 -6.157 1.331 -0.35 -0.31 0.09 -0.319
C 7.463 -5.335 1.766 0.33 0.41 -0.12 -0.506
C 7.675 -5.692 3.218 0.33 0.32 0.54 -0.079
C 7.287 -7.154 3.256 0.05 0.41 0.34 -0.608
H 8.338 -5.561 1.150 -0.07 0.00 0.01 0.307
H 7.202 -4.283 1.637 -0.11 -0.17 -0.19 0.316
H 8.692 -5.499 3.565 -0.08 0.03 -0.10 0.395
H 6.989 -5.114 3.847 0.07 -0.07 -0.05 -0.144
H 8.130 -7.806 3.017 -0.13 -0.09 0.05 0.334
H 6.847 -7.429 4.215 0.05 -0.29 -0.21 0.284
O -6.984 -0.525 -1.225 0.32 -0.70 -0.23 -0.687
C -7.319 -1.262 -2.126 0.12 0.28 0.06 0.655
O -7.062 -2.594 -2.150 0.05 0.93 0.45 -0.363
C -7.497 -3.140 -3.402 -0.10 -0.63 -0.49 -0.460
C -8.529 -2.167 -3.921 -0.48 -0.02 -0.43 -0.497
C -8.028 -0.844 -3.384 -0.49 -0.15 -0.07 -0.434
H -6.632 -3.222 -4.066 -0.02 0.01 0.09 0.265
H -7.916 -4.135 -3.243 0.23 0.11 0.20 0.305
H -8.634 -2.190 -5.006 0.05 -0.07 0.12 0.341
H -9.506 -2.395 -3.483 0.12 0.00 -0.07 0.281
H -7.309 -0.376 -4.060 -0.03 0.11 0.11 0.264
H -8.850 -0.162 -3.164 0.34 0.19 0.02 0.309
O 5.640 3.060 -4.058 -0.76 -0.03 0.76 -0.581
C 5.176 2.592 -3.051 0.98 0.40 -1.06 0.398
O 4.189 3.184 -2.319 -0.02 0.02 -0.26 -0.297
C 3.954 2.417 -1.134 -0.17 0.07 0.37 0.023
C 4.469 1.032 -1.448 -0.05 -0.59 0.31 0.042
C 5.617 1.314 -2.392 -0.34 -0.40 0.16 -0.509
H 4.494 2.884 -0.304 -0.04 -0.01 -0.04 0.209
H 2.887 2.415 -0.904 0.07 0.22 -0.08 -0.146
H 4.761 0.470 -0.559 -0.11 0.07 -0.05 0.383
H 3.696 0.459 -1.970 0.08 0.03 0.08 -0.152
H 6.552 1.493 -1.856 0.02 -0.01 -0.16 0.298
H 5.740 0.516 -3.125 0.29 0.25 -0.01 0.310
O 4.607 -4.646 5.038 0.04 1.18 -0.15 -0.605
C 4.396 -3.549 4.585 0.61 -0.86 0.53 0.402
O 3.560 -3.308 3.538 0.12 -0.27 0.33 -0.118
C 3.625 -1.922 3.188 -0.17 0.45 -0.33 0.011
C 4.134 -1.222 4.426 0.03 0.62 0.23 -0.594
C 5.037 -2.269 5.045 -0.30 0.45 0.15 -0.629
H 4.304 -1.808 2.338 -0.04 -0.05 0.02 0.180
H 2.633 -1.569 2.898 0.13 -0.28 -0.03 -0.133
H 4.639 -0.279 4.211 -0.08 -0.08 -0.05 0.387
H 3.300 -1.011 5.103 0.08 0.00 -0.10 0.293
H 6.054 -2.216 4.648 0.01 -0.10 0.13 0.247
H 5.044 -2.202 6.133 0.27 -0.25 -0.13 0.378
O -5.855 7.950 -2.587 -0.27 0.09 0.76 -0.593
C -5.759 8.554 -1.548 -0.13 -0.22 -1.00 0.564
O -6.729 8.593 -0.595 0.25 -0.25 -0.44 -0.350
C -6.331 9.486 0.451 -0.20 0.26 0.46 -0.470
C -4.826 9.570 0.351 0.51 0.25 0.39 -0.339
C -4.588 9.403 -1.134 0.27 -0.04 0.45 -0.372
H -6.814 10.454 0.287 0.02 -0.07 0.00 0.308
H -6.655 9.089 1.416 -0.17 -0.04 -0.22 0.308
H -4.419 10.497 0.759 -0.10 -0.09 0.01 0.344
H -4.371 8.734 0.892 -0.05 0.09 -0.01 0.109
H -4.635 10.358 -1.664 0.06 -0.12 -0.10 0.274
H -3.645 8.896 -1.335 -0.14 0.14 -0.33 0.229
O 2.755 10.423 1.004 0.38 -0.82 -0.32 -0.557
C 2.711 9.275 0.645 -0.13 1.29 0.17 0.398
O 3.726 8.639 -0.002 -0.15 0.28 0.25 -0.356
C 3.300 7.325 -0.378 0.20 -0.35 -0.22 -0.461
C 2.156 6.996 0.553 -0.34 -0.64 0.07 0.296
C 1.532 8.353 0.796 -0.03 -0.54 0.24 -0.397
H 2.989 7.346 -1.427 0.03 0.01 0.04 0.307
H 4.130 6.624 -0.269 0.07 0.26 -0.09 0.270
H 1.462 6.261 0.141 0.40 0.31 0.08 -0.177
H 2.548 6.599 1.496 0.00 0.03 -0.09 0.237
H 0.786 8.600 0.036 0.00 0.11 0.10 0.248
H 1.102 8.425 1.795 -0.09 0.32 -0.20 0.328
```
Positions in Å, forces in eV/Å.

E_LUMO   -4.55 eV
Energy relative to the best compared isomer or geometry (same formula, charge and spin)   197.1 kcal/mol
Kohn-Sham gap   6.53 eV
DFT total energy   -9186.1753 a.u.
Net charge   +1
Multiplicity   1